1.
ORCA calculation (ωB97M-V/def2-TZVPD) on C64H66BBaCl3N2O5S2Se as an isolated structure.

Atoms and positions in Å:
Ba (-0.88, -0.06, 0.45)
C (4.36, -3.70, -4.37)
C (4.88, -3.07, -3.07)
C (5.63, -1.77, -3.41)
C (5.89, -4.05, -2.45)
C (3.72, -2.76, -2.15)
C (2.74, -1.85, -2.55)
C (1.69, -1.56, -1.72)
Se (0.36, -0.31, -2.30)
C (1.42, 1.28, -2.17)
C (2.20, 1.69, -3.22)
C (3.03, 2.80, -3.07)
C (2.93, 3.50, -1.87)
C (2.10, 3.15, -0.82)
C (1.37, 1.92, -0.90)
O (0.70, 1.38, 0.03)
C (2.04, 4.09, 0.38)
C (1.65, 5.49, -0.12)
C (0.99, 3.69, 1.43)
C (3.41, 4.14, 1.07)
C (4.03, 3.25, -4.13)
C (3.69, 4.67, -4.59)
C (4.03, 2.34, -5.36)
C (5.44, 3.22, -3.53)
C (1.48, -2.15, -0.44)
O (0.46, -1.80, 0.24)
C (2.49, -3.08, -0.04)
C (3.55, -3.34, -0.90)
C (2.49, -3.81, 1.30)
C (2.50, -5.32, 1.06)
C (3.75, -3.40, 2.08)
C (1.28, -3.50, 2.19)
H (5.18, -3.90, -5.06)
H (3.86, -4.64, -4.14)
H (3.64, -3.04, -4.85)
H (6.48, -1.98, -4.06)
H (4.97, -1.07, -3.90)
H (6.00, -1.31, -2.50)
H (6.70, -4.23, -3.15)
H (6.31, -3.64, -1.54)
H (5.41, -5.00, -2.23)
H (2.80, -1.35, -3.51)
H (2.17, 1.13, -4.14)
H (3.54, 4.39, -1.77)
H (0.69, 5.44, -0.63)
H (1.55, 6.18, 0.72)
H (2.39, 5.90, -0.81)
H (0.02, 3.58, 0.97)
H (1.25, 2.75, 1.90)
H (0.94, 4.47, 2.19)
H (4.18, 4.50, 0.40)
H (3.37, 4.80, 1.94)
H (3.68, 3.14, 1.41)
H (2.68, 4.70, -5.00)
H (3.74, 5.38, -3.77)
H (4.38, 5.01, -5.37)
H (3.06, 2.34, -5.85)
H (4.77, 2.68, -6.08)
H (4.28, 1.32, -5.07)
H (5.52, 3.90, -2.69)
H (5.67, 2.22, -3.18)
H (6.18, 3.51, -4.28)
H (4.29, -4.05, -0.57)
H (3.39, -5.63, 0.51)
H (2.48, -5.86, 2.00)
H (1.62, -5.61, 0.48)
H (4.65, -3.67, 1.53)
H (3.76, -2.32, 2.23)
H (3.78, -3.89, 3.05)
H (0.35, -3.76, 1.70)
H (1.36, -4.07, 3.12)
H (1.23, -2.44, 2.44)
Cl (-3.95, 6.50, -2.84)
C (-3.40, 5.06, -2.03)
C (-2.92, 4.00, -2.78)
C (-2.53, 2.84, -2.14)
Cl (-1.96, 1.52, -3.09)
C (-2.57, 2.66, -0.72)
O (-2.23, 1.61, -0.14)
C (-3.06, 3.81, -0.04)
Cl (-3.14, 3.68, 1.68)
C (-3.48, 4.97, -0.65)
H (-2.86, 4.06, -3.86)
H (-3.86, 5.80, -0.07)
S (-8.66, 0.28, 1.02)
C (-8.78, 1.55, 2.18)
C (-7.56, 2.07, 2.48)
C (-6.50, 1.46, 1.78)
C (-6.92, 0.46, 0.94)
C (-6.11, -0.38, 0.09)
C (-4.70, -0.29, 0.13)
N (-3.90, -1.02, -0.59)
C (-4.42, -1.92, -1.44)
C (-5.82, -2.11, -1.57)
C (-6.32, -3.08, -2.48)
C (-5.47, -3.83, -3.23)
C (-4.06, -3.66, -3.14)
C (-3.17, -4.40, -3.92)
C (-1.79, -4.18, -3.79)
C (-1.39, -3.21, -2.84)
N (-2.20, -2.51, -2.12)
C (-3.53, -2.70, -2.24)
C (-0.82, -4.89, -4.58)
C (-1.02, -5.87, -5.52)
C (0.17, -6.34, -6.10)
C (1.28, -5.71, -5.60)
S (0.88, -4.54, -4.41)
C (-6.66, -1.32, -0.77)
H (-9.74, 1.82, 2.57)
H (-7.41, 2.88, 3.18)
H (-5.48, 1.76, 1.88)
H (-4.20, 0.41, 0.78)
H (-7.39, -3.21, -2.56)
H (-5.85, -4.57, -3.93)
H (-3.55, -5.13, -4.61)
H (-0.33, -3.03, -2.69)
H (-1.99, -6.25, -5.79)
H (0.21, -7.11, -6.85)
H (2.30, -5.87, -5.87)
H (-7.73, -1.44, -0.84)
C (-0.62, 2.05, 9.49)
C (-1.88, 2.04, 8.60)
C (-2.17, 3.49, 8.21)
C (-3.07, 1.51, 9.41)
C (-1.68, 1.15, 7.38)
C (-1.32, -0.18, 7.56)
C (-1.14, -1.06, 6.50)
C (-1.32, -0.56, 5.22)
O (-1.20, -1.15, 4.02)
B (-1.48, -0.18, 3.02)
O (-1.80, 1.01, 3.71)
C (-1.69, 0.78, 5.03)
C (-1.87, 1.64, 6.09)
H (-0.78, 2.70, 10.35)
H (0.23, 2.42, 8.92)
H (-0.38, 1.05, 9.85)
H (-2.29, 4.11, 9.10)
H (-3.08, 3.56, 7.62)
H (-1.35, 3.90, 7.62)
H (-3.27, 2.15, 10.27)
H (-2.87, 0.50, 9.77)
H (-3.96, 1.47, 8.78)
H (-1.17, -0.57, 8.56)
H (-0.85, -2.08, 6.67)
H (-2.15, 2.66, 5.88)

Computed properties:
- F_max (eV/Å) = 4.22
- HOMO-LUMO gap (eV) = 4.1
- charge = -2
- electronic energy (a.u.) = -7593.02637


2.
ORCA calculation (ωB97M-V/def2-TZVPD) on C64H69BrO4P2RbSi as an isolated structure.

Atoms and positions in Å:
Rb (-0.12, -0.79, -0.70)
C (-2.34, 0.29, 2.70)
C (-0.95, -0.36, 2.62)
P (0.28, -0.21, 4.01)
C (0.45, 1.61, 4.19)
C (-0.36, 2.45, 4.95)
C (-0.16, 3.83, 4.94)
C (0.84, 4.38, 4.14)
C (1.63, 3.56, 3.36)
C (1.45, 2.18, 3.39)
C (-0.69, -0.73, 5.48)
C (-0.31, -0.34, 6.77)
C (-0.95, -0.84, 7.89)
C (-1.99, -1.75, 7.75)
C (-2.36, -2.17, 6.49)
C (-1.72, -1.67, 5.36)
C (-2.36, 1.72, 2.12)
P (-1.84, 1.75, 0.33)
C (-0.67, 3.18, 0.26)
C (0.36, 3.15, -0.85)
C (0.85, 4.53, -1.37)
C (0.64, 5.66, -0.41)
C (-0.07, 5.51, 0.71)
C (-0.84, 4.28, 0.98)
C (-3.33, 2.52, -0.45)
C (-4.61, 2.07, -0.12)
C (-5.73, 2.59, -0.74)
C (-5.60, 3.56, -1.72)
C (-4.34, 4.00, -2.08)
C (-3.21, 3.48, -1.45)
H (-2.70, 0.31, 3.74)
H (-3.04, -0.33, 2.13)
H (-0.42, 0.08, 1.77)
H (-1.01, -1.43, 2.40)
H (-1.16, 2.04, 5.55)
H (-0.80, 4.47, 5.54)
H (0.98, 5.46, 4.13)
H (2.39, 3.98, 2.71)
H (2.07, 1.55, 2.77)
H (0.51, 0.36, 6.89)
H (-0.65, -0.51, 8.88)
H (-2.50, -2.13, 8.63)
H (-3.16, -2.90, 6.37)
H (-2.02, -2.02, 4.38)
H (-1.66, 2.35, 2.67)
H (-3.35, 2.15, 2.23)
H (-0.02, 2.51, -1.66)
H (0.56, 4.79, -2.39)
H (1.15, 6.59, -0.63)
H (-0.16, 6.33, 1.41)
H (-1.62, 4.34, 1.74)
H (-4.73, 1.30, 0.64)
H (-6.72, 2.23, -0.46)
H (-6.48, 3.97, -2.21)
H (-4.22, 4.75, -2.86)
H (-2.23, 3.83, -1.75)
C (1.79, 1.31, -5.32)
C (1.71, -0.21, -5.08)
C (2.75, -0.58, -4.00)
C (2.04, -0.97, -6.37)
Si (0.00, -0.63, -4.35)
O (-0.27, 0.02, -2.95)
C (-1.43, -0.31, -5.57)
C (-2.71, -0.64, -5.08)
C (-3.86, -0.48, -5.84)
C (-3.76, 0.02, -7.13)
C (-2.52, 0.37, -7.64)
C (-1.37, 0.20, -6.87)
C (-0.03, -2.56, -4.27)
C (-0.52, -3.37, -5.30)
C (-0.54, -4.75, -5.20)
C (-0.07, -5.38, -4.05)
C (0.42, -4.61, -3.00)
C (0.44, -3.22, -3.13)
H (2.80, 1.59, -5.66)
H (1.59, 1.86, -4.39)
H (1.07, 1.65, -6.07)
H (3.76, -0.30, -4.33)
H (2.75, -1.66, -3.80)
H (2.55, -0.06, -3.06)
H (3.04, -0.71, -6.72)
H (1.33, -0.74, -7.18)
H (2.01, -2.05, -6.21)
H (-2.79, -1.01, -4.06)
H (-4.82, -0.74, -5.43)
H (-4.65, 0.15, -7.74)
H (-2.44, 0.77, -8.65)
H (-0.42, 0.48, -7.30)
H (-0.91, -2.90, -6.20)
H (-0.92, -5.35, -6.02)
H (-0.10, -6.46, -3.97)
H (0.76, -5.09, -2.09)
H (0.83, -2.62, -2.31)
O (2.23, 4.13, -1.34)
C (1.85, 2.94, -0.62)
C (-4.17, -2.54, -1.91)
C (-2.89, -3.35, -1.71)
C (-2.52, -2.96, -0.29)
O (-2.83, -1.57, -0.20)
C (-3.87, -1.25, -1.14)
H (-5.02, -3.06, -1.46)
H (-4.40, -2.34, -2.96)
H (-2.12, -3.01, -2.41)
H (-3.02, -4.42, -1.83)
H (-1.46, -3.09, -0.05)
H (-3.12, -3.52, 0.43)
H (-3.51, -0.45, -1.79)
H (-4.74, -0.87, -0.60)
C (2.47, -9.16, 0.54)
C (2.24, -7.67, 0.51)
C (1.26, -7.08, 1.28)
C (1.03, -5.71, 1.26)
C (-0.04, -5.14, 2.15)
C (1.82, -4.91, 0.41)
C (1.63, -3.46, 0.30)
O (0.73, -2.81, 0.79)
C (2.84, -5.49, -0.37)
C (3.73, -4.67, -1.27)
C (3.03, -6.86, -0.30)
H (1.80, -9.64, 1.25)
H (3.50, -9.38, 0.83)
H (2.30, -9.59, -0.44)
H (0.65, -7.70, 1.93)
H (-0.41, -5.91, 2.83)
H (-0.88, -4.75, 1.57)
H (0.34, -4.30, 2.74)
H (2.41, -2.93, -0.28)
H (3.16, -4.14, -2.04)
H (4.44, -5.32, -1.79)
H (4.30, -3.92, -0.71)
H (3.81, -7.32, -0.90)
Br (5.63, -1.67, 0.75)
C (4.46, -0.21, 0.36)
C (4.95, 0.94, -0.30)
C (4.11, 1.98, -0.61)
C (2.69, 1.93, -0.30)
C (2.25, 0.73, 0.39)
C (3.12, -0.29, 0.71)
H (5.99, 0.99, -0.57)
H (4.50, 2.85, -1.12)
H (1.22, 0.67, 0.69)
H (2.76, -1.14, 1.27)

Computed properties:
- F_max (eV/Å) = 1.11
- HOMO-LUMO gap (eV) = 3.9
- energy relative to the best compared isomer or geometry (same formula, charge and spin) (kJ/mol) = 91.6
- charge = -1
- electronic energy (a.u.) = -6351.47954


3.
ORCA calculation (ωB97M-V/def2-TZVPD) on a 8-piece molecular cluster, C64H79N9O6 overall.

Atoms and positions in Å:
C (3.69, 1.88, 3.57)
C (2.86, 1.07, 2.47)
C (2.88, -0.48, 2.81)
C (2.12, -1.21, 1.65)
N (1.83, -2.66, 1.91)
C (0.56, -3.01, 1.26)
C (-0.62, -3.36, 2.04)
C (-0.64, -3.39, 3.61)
C (-1.50, -2.11, 4.02)
O (-1.87, -2.11, 5.40)
C (-0.80, -0.75, 3.56)
N (-1.44, -0.23, 2.34)
C (-1.92, -3.68, 1.41)
C (-2.08, -3.66, -0.02)
C (-0.89, -3.32, -0.84)
C (0.39, -3.01, -0.23)
C (1.61, -2.67, -1.15)
O (1.64, -1.26, -1.41)
C (2.81, -0.85, -2.05)
C (2.66, 0.18, -3.08)
C (3.87, 0.66, -3.73)
C (5.22, 0.18, -3.45)
C (5.37, -0.84, -2.42)
C (4.16, -1.32, -1.76)
C (-1.15, -3.29, -2.38)
O (-0.40, -3.75, -3.21)
C (-2.52, -2.64, -2.77)
C (-2.61, -1.73, -3.89)
C (-3.90, -1.13, -4.21)
O (-4.13, -0.21, -5.23)
C (-3.19, 0.89, -5.21)
C (-3.52, 2.04, -4.17)
C (-4.92, 1.90, -3.45)
C (-2.37, 2.26, -3.10)
C (-2.81, 3.18, -1.89)
C (-1.08, 2.94, -3.75)
C (-5.08, -1.50, -3.40)
C (-5.01, -2.42, -2.27)
C (-6.22, -2.85, -1.40)
C (-6.80, -4.26, -1.83)
O (-7.03, -4.55, -2.98)
C (-3.70, -2.98, -1.95)
C (-3.43, -3.94, -0.75)
O (-4.19, -4.83, -0.44)
H (3.82, 2.96, 3.28)
H (3.16, 1.79, 4.55)
H (4.67, 1.34, 3.67)
H (1.81, 1.49, 2.52)
H (3.24, 1.28, 1.44)
H (3.97, -0.77, 2.72)
H (2.47, -0.68, 3.84)
H (2.80, -1.17, 0.75)
H (1.14, -0.70, 1.46)
H (2.55, -3.19, 1.40)
H (-1.22, -4.27, 4.00)
H (0.40, -3.33, 4.03)
H (-2.48, -2.13, 3.43)
H (-2.15, -1.19, 5.59)
H (-0.84, -0.03, 4.43)
H (0.29, -0.98, 3.40)
H (-2.43, -0.04, 2.50)
H (-1.00, 0.65, 2.04)
H (-2.80, -3.93, 2.05)
H (1.61, -3.23, -2.11)
H (2.52, -3.04, -0.58)
H (1.65, 0.60, -3.34)
H (3.78, 1.47, -4.50)
H (6.13, 0.54, -3.96)
H (6.35, -1.27, -2.10)
H (4.28, -2.10, -0.96)
H (-1.73, -1.46, -4.51)
H (-2.13, 0.59, -5.05)
H (-3.24, 1.35, -6.23)
H (-3.57, 3.01, -4.76)
H (-5.71, 1.38, -4.05)
H (-5.26, 2.94, -3.19)
H (-4.74, 1.39, -2.46)
H (-2.06, 1.26, -2.71)
H (-1.91, 3.64, -1.37)
H (-3.34, 2.59, -1.10)
H (-3.44, 4.05, -2.21)
H (-1.41, 3.67, -4.54)
H (-0.53, 3.55, -2.98)
H (-0.35, 2.18, -4.13)
H (-6.06, -1.04, -3.65)
H (-5.90, -2.97, -0.32)
H (-7.08, -2.13, -1.42)
H (-7.06, -5.05, -1.06)
C (5.62, -3.86, 5.16)
C (4.58, -4.05, 6.11)
C (3.39, -3.91, 5.44)
N (3.68, -3.64, 4.13)
C (5.03, -3.61, 3.95)
H (6.69, -3.90, 5.35)
H (4.69, -4.27, 7.16)
H (2.37, -3.98, 5.78)
H (2.99, -3.48, 3.40)
H (5.46, -3.41, 2.98)
C (-6.06, 0.46, -0.18)
C (-7.37, 0.91, 0.16)
C (-7.23, 1.98, 1.00)
N (-5.89, 2.20, 1.19)
C (-5.17, 1.28, 0.47)
H (-5.80, -0.36, -0.83)
H (-8.30, 0.48, -0.17)
H (-7.96, 2.60, 1.48)
H (-5.49, 2.93, 1.76)
H (-4.09, 1.29, 0.47)
C (-9.13, 3.83, -6.13)
C (-8.37, 2.80, -5.51)
C (-7.69, 2.14, -6.50)
N (-8.02, 2.72, -7.70)
C (-8.89, 3.76, -7.48)
H (-9.77, 4.54, -5.64)
H (-8.32, 2.58, -4.45)
H (-7.01, 1.30, -6.46)
H (-7.67, 2.43, -8.59)
H (-9.26, 4.35, -8.30)
C (8.05, -5.47, 9.55)
C (7.92, -6.87, 9.34)
C (7.27, -7.04, 8.15)
N (6.99, -5.80, 7.63)
C (7.47, -4.84, 8.48)
H (8.52, -4.99, 10.40)
H (8.27, -7.66, 9.99)
H (6.98, -7.93, 7.62)
H (6.52, -5.62, 6.77)
H (7.36, -3.79, 8.25)
C (-4.71, 1.28, 6.14)
C (-4.83, -0.12, 5.94)
C (-5.48, -0.31, 4.74)
N (-5.76, 0.92, 4.22)
C (-5.30, 1.90, 5.06)
H (-4.25, 1.78, 6.98)
H (-4.48, -0.90, 6.59)
H (-5.77, -1.21, 4.23)
H (-6.24, 1.09, 3.35)
H (-5.42, 2.94, 4.82)
C (4.04, 4.22, -1.94)
C (5.18, 3.72, -2.62)
C (5.51, 4.61, -3.60)
N (4.61, 5.64, -3.55)
C (3.71, 5.42, -2.54)
H (3.53, 3.77, -1.11)
H (5.71, 2.80, -2.40)
H (6.30, 4.61, -4.33)
H (4.60, 6.44, -4.16)
H (2.92, 6.12, -2.33)
C (11.15, 6.28, -3.73)
C (10.14, 6.04, -2.76)
C (8.93, 6.15, -3.39)
N (9.17, 6.45, -4.71)
C (10.52, 6.53, -4.92)
H (12.21, 6.27, -3.57)
H (10.28, 5.82, -1.71)
H (7.92, 6.05, -3.02)
H (8.46, 6.60, -5.41)
H (10.91, 6.75, -5.90)

Computed properties:
- F_max (eV/Å) = 3.15
- HOMO-LUMO gap (eV) = 7.3
- electronic energy (a.u.) = -3430.13698
- SMILES string = CCCCNc1c(C[C@@H](O)CN)cc2c(c1COc1ccccc1)C(=O)c1cc(OC[C@@H](C)C(C)C)cc(CC=O)c1C2=O.c1cc[nH]c1.c1cc[nH]c1.c1cc[nH]c1.c1cc[nH]c1.c1cc[nH]c1.c1cc[nH]c1.c1cc[nH]c1